<i>
Below is a cluster of 2 separate species, CH2N2O2 in total, with properties calculated with ωB97M-V with the def2-TZVPD basis set.

```
7
Properties=species:S:1:pos:R:3:nbo_charge:R:1
C 0.505 -0.307 -1.077 -0.076
N 0.780 -1.243 -0.449 0.207
O 1.382 -2.083 0.161 -0.384
H -0.096 0.324 -1.729 0.258
N -1.203 1.009 0.756 -0.017
O -0.794 0.444 1.744 -0.236
H -0.575 1.855 0.593 0.249
```

Summary:
LUMO energy (alpha / beta) (eV): -0.635 / -0.634
E_HOMO (alpha / beta) (eV): -9.865 / -9.864
Structure (SMILES): C#[N+][O-].N=O
Orbital gap (alpha / beta) (eV): 9.23 / 9.23
Molar mass (g/mol): 74.0


<ii>
Below is an isolated molecule of CH2N2O2, with properties calculated with ωB97M-V with the def2-TZVPD basis set.

```
7
Properties=species:S:1:pos:R:3:nbo_charge:R:1
O -1.710 -1.882 0.422 -0.485
C -1.110 -0.891 0.397 0.838
N -0.659 0.212 0.609 -0.430
N 0.286 0.969 -0.027 -0.160
O 1.295 0.064 -0.576 -0.595
H 0.766 1.499 0.710 0.358
H 1.133 0.030 -1.534 0.474
```

Summary:
LUMO energy (eV): 0.604
E_HOMO (eV): -9.472
Structure (SMILES): O=C=NNO
Orbital gap (eV): 10.08
Molar mass (g/mol): 74.0


Which of them is most stable, and which least? Most stable: <ii>; least stable: <i>.


<i>
Below is a structure of composition CH2N2O2, with properties calculated with ωB97M-V with the def2-TZVPD basis set.

```
7
Properties=species:S:1:pos:R:3:nbo_charge:R:1
C 1.226 -0.194 -0.086 0.701
O -1.765 0.320 0.193 -0.491
N -0.670 0.158 -0.599 0.044
N 0.140 -0.869 -0.086 -0.467
O 2.380 -0.097 0.164 -0.445
H -1.659 -0.308 0.938 0.475
H 0.348 0.989 -0.524 0.184
```

Summary:
LUMO energy (alpha / beta) (eV): -1.296 / -1.295
E_HOMO (alpha / beta) (eV): -9.503 / -9.502
Orbital gap (alpha / beta) (eV): 8.21 / 8.21
Molar mass (g/mol): 74.0


<ii>
Below is a cluster of 2 separate species, CH2N2O2 in total, with properties calculated with ωB97M-V with the def2-TZVPD basis set.

```
7
Properties=species:S:1:pos:R:3:nbo_charge:R:1
C -2.128 -0.153 0.061 0.835
N 1.710 -0.349 -0.390 -0.007
N -1.185 -0.794 -0.048 -0.753
O -3.188 0.349 0.208 -0.558
O 2.644 0.376 0.032 -0.424
H 2.324 1.281 0.416 0.472
H -0.177 -0.710 -0.278 0.435
```

Summary:
LUMO energy (alpha / beta) (eV): -0.746 / -0.769
E_HOMO (alpha / beta) (eV): -9.957 / -9.995
Orbital gap (alpha / beta) (eV): 9.21 / 9.23
Molar mass (g/mol): 74.0


Which of them is most stable, and which least? Most stable: <ii>; least stable: <i>.


<i>
Below is a structure of composition C4H9NO4, with properties calculated with ωB97M-V with the def2-TZVPD basis set.

```
18
Properties=species:S:1:pos:R:3:nbo_charge:R:1
C -0.405 0.591 -0.063 0.421
C -0.075 -0.447 -1.014 -0.448
C 0.138 0.614 1.339 -0.689
N -2.084 -0.239 -0.108 -0.375
C 1.748 -0.293 -1.040 0.757
O -0.569 1.823 -0.640 -0.701
O -2.106 -1.162 1.007 -0.621
O 2.323 -1.263 -0.277 -0.714
O 2.414 0.467 -1.702 -0.615
H 0.081 2.450 -0.291 0.492
H -2.434 -1.981 0.605 0.472
H 3.288 -1.223 -0.441 0.490
H -2.614 0.557 0.253 0.323
H -0.167 -1.488 -0.724 0.238
H -0.314 -0.234 -2.052 0.253
H -0.709 0.628 2.035 0.251
H 0.782 1.480 1.511 0.218
H 0.704 -0.282 1.601 0.247
```

Summary:
LUMO energy (eV): 0.609
E_HOMO (eV): -8.863
Orbital gap (eV): 9.47
Molar mass (g/mol): 135.1


<ii>
Below is an isolated molecule of C4H9NO4, with properties calculated with ωB97M-V with the def2-TZVPD basis set.

```
18
Properties=species:S:1:pos:R:3:nbo_charge:R:1
C 0.733 -0.536 1.546 -0.648
C -0.455 0.095 0.771 -0.252
C -1.513 -1.038 0.318 -0.616
C 0.185 0.863 -0.464 0.614
O -0.962 1.385 -1.105 -0.703
O 1.210 1.664 -0.211 -0.693
N 0.775 -0.197 -1.704 0.496
O -0.068 -0.733 -2.331 -0.314
O 1.971 -0.400 -1.580 -0.423
H 0.370 -1.100 2.442 0.225
H 1.504 -0.982 0.888 0.226
H 1.423 0.279 1.788 0.223
H -0.902 0.851 1.383 0.225
H -2.332 -1.144 0.949 0.215
H -1.054 -1.978 0.102 0.212
H -2.022 -0.790 -0.579 0.233
H -0.720 2.266 -1.363 0.479
H 1.856 1.494 -0.850 0.504
```

Summary:
LUMO energy (eV): 0.419
E_HOMO (eV): -10.218
Structure (SMILES): CC(C)C(O)(O)[N+](=O)[O-]
Orbital gap (eV): 10.64
Molar mass (g/mol): 135.1


Which of them is most stable, and which least? Most stable: <i>; least stable: <ii>.


<i>
Below is an isolated molecule of C2H3ClO, with properties calculated with ωB97M-V with the def2-TZVPD basis set.

```
7
Properties=species:S:1:pos:R:3:nbo_charge:R:1
Cl -0.915 -1.384 -2.200 -0.040
C -0.511 0.047 -1.201 0.084
C -0.305 -0.127 0.580 -0.127
O -1.346 0.483 -0.188 -0.495
H 0.143 0.720 -1.621 0.188
H -0.557 -1.229 0.666 0.186
H 0.339 0.368 1.293 0.204
```

Summary:
LUMO energy (eV): 1.038
E_HOMO (eV): -9.418
Structure (SMILES): Cl[C@@H]1CO1
Orbital gap (eV): 10.46
Molar mass (g/mol): 78.5


<ii>
Below is a cluster of 2 separate species, C2H3ClO in total, with properties calculated with ωB97M-V with the def2-TZVPD basis set.

```
7
Properties=species:S:1:pos:R:3:nbo_charge:R:1
C -0.249 -1.072 1.135 0.316
C 0.612 1.468 -1.109 -0.236
O -0.716 -0.185 0.514 -0.491
Cl -0.603 2.409 -1.663 0.094
H 0.601 -1.853 0.668 0.077
H -0.467 -1.258 2.147 0.114
H 0.821 0.490 -1.691 0.125
```

Summary:
LUMO energy (alpha / beta) (eV): -0.237 / -0.240
E_HOMO (alpha / beta) (eV): -8.316 / -8.317
Orbital gap (alpha / beta) (eV): 8.08 / 8.08
Molar mass (g/mol): 78.5


Which of them is most stable, and which least? Most stable: <i>; least stable: <ii>.